1.
Density functional theory data (ωB97M-V/def2-TZVPD) for a single C4H9NO molecule in a non-equilibrium geometry.

Each line ends with the Mulliken charge.
Geometry (Å):
C: -2.084 -0.430 0.796  -0.7410
O: -0.875 -0.345 0.084  -0.3025
C: 0.175 0.266 0.801  -0.4958
C: 1.315 0.512 -0.170  0.0058
C: 1.584 -0.359 -1.330  -0.4393
N: 0.964 0.956 -1.514  -0.6939
H: -2.442 0.563 1.111  0.3033
H: -1.987 -1.066 1.689  0.2817
H: -2.823 -0.873 0.124  0.2346
H: 0.522 -0.370 1.629  0.3097
H: -0.197 1.207 1.252  0.3436
H: 2.267 0.816 0.239  0.3993
H: 1.016 -1.275 -1.408  0.1802
H: 2.604 -0.382 -1.712  0.2685
H: -0.038 0.780 -1.593  0.3459

Charge = 0
HOMO-LUMO gap = 10.23 eV
ΔE to the lowest compared entry with this formula, charge and spin = 258.4 kJ/mol
Spin multiplicity = 1
Molecular weight = 87.12 g/mol

---

2.
Density functional theory data (ωB97M-V/def2-TZVPD) for a molecular structure, C19H50AsGeN5O5RuSi2.

Each line ends with the Löwdin spin population.
Geometry (Å):
Ru: -0.075 0.640 0.099  2.5915
C: 2.911 -1.730 2.847  0.0024
C: 3.230 -0.627 1.842  0.0060
C: 4.273 0.325 2.412  0.0029
C: 3.720 -1.235 0.534  0.0005
O: 2.034 0.140 1.533  0.0547
Ge: 0.856 0.634 2.879  0.0310
O: 0.206 2.025 1.661  0.0321
C: 0.624 3.415 1.811  0.0024
C: 0.774 3.698 3.303  -0.0001
C: -0.474 4.297 1.234  0.0013
C: 1.945 3.652 1.092  0.0002
O: -0.516 -0.386 1.720  0.1326
C: -1.844 -0.665 2.309  0.0156
C: -2.643 0.625 2.367  0.0069
C: -2.512 -1.705 1.439  0.0241
C: -1.598 -1.240 3.698  0.0008
H: 3.793 -2.344 3.026  0.0003
H: 2.611 -1.316 3.813  0.0014
H: 2.115 -2.377 2.477  0.0001
H: 5.203 -0.201 2.626  0.0007
H: 4.491 1.126 1.702  0.0000
H: 3.922 0.773 3.345  0.0004
H: 4.523 -1.949 0.714  0.0000
H: 2.901 -1.759 0.034  0.0002
H: 4.120 -0.463 -0.129  0.0002
H: -0.139 3.448 3.844  0.0000
H: 1.607 3.146 3.745  0.0005
H: 0.981 4.758 3.449  -0.0001
H: -1.446 4.007 1.633  0.0000
H: -0.293 5.342 1.482  0.0001
H: -0.501 4.231 0.146  0.0000
H: 2.713 2.972 1.467  0.0000
H: 1.827 3.518 0.014  0.0000
H: 2.288 4.673 1.256  0.0000
H: -2.866 1.003 1.366  0.0023
H: -3.588 0.440 2.878  0.0003
H: -2.105 1.399 2.914  -0.0002
H: -2.665 -1.348 0.417  0.0202
H: -1.921 -2.619 1.426  0.0005
H: -3.493 -1.940 1.855  0.0012
H: -1.218 -0.492 4.395  0.0003
H: -2.538 -1.612 4.106  0.0004
H: -0.893 -2.072 3.647  0.0002
N: 2.029 1.052 -1.090  0.0866
N: 1.888 1.993 -2.116  0.0076
C: 0.699 2.609 -2.262  0.0108
N: 0.565 3.565 -3.159  0.0044
N: -0.253 2.147 -1.438  0.0484
N: -1.540 2.628 -1.467  0.0035
O: -2.284 2.001 -0.730  0.0538
O: -1.855 3.579 -2.143  0.0086
H: 2.590 1.403 -0.317  0.0004
H: 2.432 0.194 -1.452  0.0077
H: 2.707 2.348 -2.588  0.0018
H: 1.334 3.837 -3.751  0.0006
H: -0.327 4.032 -3.248  0.0002
C: 0.509 -3.656 0.488  0.0004
Si: -0.278 -3.457 -1.187  0.0610
C: -1.943 -4.276 -1.307  0.0151
C: 0.852 -3.943 -2.580  0.0188
As: -0.644 -1.096 -1.571  0.6331
Si: -2.320 -0.842 -3.302  0.0598
C: -3.939 -1.098 -2.428  0.0278
C: -2.199 0.843 -4.080  0.0028
C: -1.898 -2.157 -4.544  -0.0003
H: 0.128 -4.566 0.959  0.0001
H: 0.290 -2.813 1.145  -0.0002
H: 1.592 -3.758 0.406  0.0002
H: -1.783 -5.356 -1.239  0.0025
H: -2.452 -4.082 -2.251  0.0001
H: -2.608 -3.989 -0.493  -0.0001
H: 1.052 -5.016 -2.506  0.0021
H: 1.811 -3.424 -2.526  0.0016
H: 0.411 -3.755 -3.560  0.0005
H: -4.112 -0.325 -1.677  0.0001
H: -3.995 -2.077 -1.949  0.0003
H: -4.752 -1.040 -3.157  0.0045
H: -2.733 1.609 -3.519  0.0001
H: -2.678 0.782 -5.062  0.0001
H: -1.167 1.161 -4.251  0.0010
H: -1.901 -3.165 -4.131  0.0000
H: -0.923 -1.973 -4.998  0.0009
H: -2.644 -2.125 -5.343  -0.0006

Charge = +2
HOMO-LUMO gap (spin up / spin down) = 7.70 / 6.67 eV
ΔE to the lowest compared entry with this formula, charge and spin = 0.0 kJ/mol
Expectation value of S² = 6.02
Spin multiplicity = 5
Molecular weight = 733.41 g/mol

---

3.
Density functional theory data (ωB97M-V/def2-TZVPD) for a molecular structure, C4H8N3 in a non-equilibrium geometry.

Each line ends with the Mulliken charge.
Geometry (Å):
C: 0.257 -0.845 -1.043  0.5142
C: 0.131 0.734 -1.532  -0.3947
C: 0.672 -0.908 1.085  -0.6425
C: 0.137 0.504 0.997  -0.4459
N: 1.173 -1.070 -0.272  -0.3929
N: -1.159 -0.734 -0.721  -0.3829
N: -0.768 0.657 -0.293  -0.0133
H: 1.120 1.319 -1.520  0.2840
H: -0.458 0.814 -2.394  0.3568
H: 1.487 -1.159 1.739  0.3664
H: 0.005 -1.632 1.376  0.3494
H: -0.507 0.894 1.852  0.3690
H: 0.907 1.203 0.784  0.3725
H: -1.619 -1.269 -0.046  0.2761
H: -1.377 1.493 -0.013  0.3838

Charge = +1
HOMO-LUMO gap = 9.93 eV
ΔE to the lowest compared entry with this formula, charge and spin = 720.5 kJ/mol
Spin multiplicity = 1
Molecular weight = 98.13 g/mol

---

4.
Density functional theory data (ωB97M-V/def2-TZVPD) for a molecular structure, C20H34ClF5GdN3O5Te in a non-equilibrium geometry.

Each line ends with the Löwdin spin population.
Geometry (Å):
O: 0.697 -0.324 -1.662  0.1525
C: -0.223 -0.017 -2.584  0.0107
C: 0.014 1.387 -3.181  0.0019
C: 0.326 2.450 -2.336  -0.0008
H: 0.397 2.252 -1.272  -0.0002
C: 0.527 3.735 -2.836  0.0000
H: 0.755 4.531 -2.131  0.0000
C: 0.442 3.958 -4.210  -0.0005
H: 0.612 4.958 -4.611  0.0000
C: 0.121 2.892 -5.066  0.0003
H: 0.040 3.063 -6.141  0.0000
C: -0.082 1.608 -4.553  0.0000
H: -0.327 0.762 -5.205  0.0001
H: -0.181 -0.729 -3.437  0.0028
C: -2.237 -1.596 -1.973  0.0016
C: -1.678 -0.207 -1.905  0.0104
H: -2.966 -1.683 -2.792  0.0005
H: -2.756 -1.852 -1.036  0.0001
H: -1.463 -2.359 -2.131  0.0002
C: -2.415 0.864 -1.535  -0.0073
C: -3.905 0.892 -1.470  0.0002
H: -1.931 1.810 -1.266  0.0001
H: -4.329 1.378 -2.362  -0.0002
H: -4.234 1.482 -0.609  -0.0004
H: -4.357 -0.103 -1.384  0.0000
Gd: -0.579 -0.517 0.599  6.8058
Cl: -3.065 -0.699 1.315  0.0369
C: -1.043 -0.050 3.672  0.0004
O: -0.259 -0.688 2.919  -0.0040
N: -1.086 -0.195 4.989  0.0005
C: -0.345 -1.278 5.623  0.0000
C: -1.926 0.662 5.815  0.0000
H: -1.769 0.656 3.251  0.0005
H: 0.330 -1.707 4.882  0.0000
H: -1.032 -2.054 5.988  0.0000
H: 0.214 -0.871 6.472  0.0000
H: -2.052 1.629 5.320  0.0000
H: -1.448 0.801 6.789  0.0000
H: -2.927 0.230 5.958  0.0000
H: 4.683 1.609 -1.432  0.0001
H: 4.796 1.305 1.175  -0.0001
C: 3.590 1.523 -1.377  0.0001
C: 3.707 1.432 1.111  -0.0001
N: 3.223 0.860 -0.137  -0.0015
H: 3.215 0.914 -2.208  0.0001
C: 2.582 -0.311 -0.149  -0.0029
O: 1.899 -0.755 0.807  -0.0040
H: 3.227 0.930 1.953  -0.0001
H: 2.716 -0.886 -1.081  0.0000
H: 3.151 2.530 -1.422  -0.0001
H: 3.478 2.500 1.140  0.0000
H: 0.059 -6.186 0.980  0.0000
H: 2.272 -6.033 -0.616  0.0000
C: -0.410 -5.622 0.165  0.0000
C: 1.628 -5.427 -1.271  0.0000
N: 0.577 -4.776 -0.499  0.0005
H: -1.206 -4.992 0.567  0.0000
C: 0.569 -3.457 -0.326  -0.0001
O: -0.268 -2.865 0.403  -0.0050
H: 2.232 -4.653 -1.759  0.0000
H: 1.336 -2.898 -0.891  0.0000
H: -0.812 -6.334 -0.564  0.0000
H: 1.185 -6.081 -2.033  0.0000
F: -1.046 4.172 0.232  0.0000
Te: -0.191 3.210 1.633  -0.0006
F: 1.499 3.689 0.878  0.0003
F: -1.888 2.787 2.410  -0.0005
F: -0.147 4.790 2.705  -0.0001
F: 0.697 2.298 3.058  -0.0003
O: -0.214 1.657 0.643  0.0022

Charge = 0
HOMO-LUMO gap (spin up / spin down) = 6.95 / 5.18 eV
ΔE to the lowest compared entry with this formula, charge and spin = 0.0 kJ/mol
Expectation value of S² = 16.04
Spin multiplicity = 8
Molecular weight = 811.80 g/mol